(1)
The following is a quantum chemistry calculation of 2 unconnected molecules or ions with the total composition C4H14NO at a distorted geometry, from the Open Molecules 2025 dataset.

The LUMO energy comes out at -3.48 eV. The value obtained for the HOMO-LUMO gap is 0.41020 Eh. As for the net charge: +1. The value obtained for the relative energy (zero: lowest compared OMol25 entry of this formula, charge and spin) is 30.3 kcal/mol. The calculation puts the total energy at -7905.6410 eV. The strongest force on any atom comes out at 0.0915 hartree/bohr.

Geometry (Å):
C: -1.12045 -0.69296 0.45337
C: -0.41244 0.52196 -0.32216
C: -1.40511 1.36237 -1.23525
C: 0.50817 1.38509 0.50039
N: -0.12266 -1.49617 1.11082
H: -1.84996 -0.24316 1.10528
H: -1.51967 -1.41921 -0.24093
H: 0.25538 0.16549 -1.12669
H: -2.32346 1.54076 -0.70320
H: -0.85167 2.24947 -1.61373
H: -1.60699 0.65617 -2.07456
H: 1.19083 0.96495 1.20002
H: -0.14930 2.13104 1.14782
H: 1.00038 2.14450 -0.17322
H: 0.79783 -1.65052 0.55973
H: 0.23489 -0.96093 1.91433
H: -0.34244 -2.40128 1.46255
H: 2.53771 -2.13347 -0.91520
H: 3.01036 -0.89181 -0.34007
O: 2.16858 -1.23230 -0.70932

Atomic partial charges in e from the Löwdin method, atoms 1 to 6:
1 C -0.1135
2 C -0.4148
3 C -0.0407
4 C -0.1021
5 N 0.1510
6 H 0.1371

---

(2)
The following is a quantum chemistry calculation of C4H11NO2 in the gas phase at a distorted geometry, from the Open Molecules 2025 dataset.

The LUMO energy comes out at 0.87 eV. The value obtained for the HOMO-LUMO gap is 0.38272 Eh. As for the net charge: 0. The value obtained for the relative energy (zero: lowest compared OMol25 entry of this formula, charge and spin) is 36.0 kcal/mol. The calculation puts the total energy at -9910.6828 eV. The strongest force on any atom comes out at 0.0338 hartree/bohr.

Geometry (Å):
C: 2.28885 -0.74778 0.56089
C: 1.32775 0.15471 -0.22219
O: 1.57159 1.54719 -0.06879
C: -0.11870 -0.20248 0.19432
N: -1.03431 0.35257 -0.78272
C: -2.42322 0.03954 -0.52969
O: -2.89667 0.76148 0.62330
H: 2.09239 -1.72699 0.11361
H: 3.33675 -0.51124 0.37853
H: 2.16885 -0.90728 1.63653
H: 1.47504 -0.08618 -1.27533
H: 1.54665 1.70854 0.88476
H: -0.14958 -1.31333 0.20055
H: -0.32415 0.11745 1.21428
H: -0.89034 -0.09164 -1.68706
H: -2.60808 -1.03187 -0.33967
H: -3.00406 0.37074 -1.39911
H: -2.35876 1.56659 0.49778

Atomic partial charges in e from the Löwdin method, atoms 1 to 6:
1 C -0.0631
2 C -0.4303
3 O -0.0365
4 C -0.1974
5 N -0.0562
6 C -0.3071

---

(3)
The following is a quantum chemistry calculation of a molecular structure, C12H35BrNaO15P3S at a distorted geometry, from the Open Molecules 2025 dataset.

The LUMO energy comes out at -0.93 eV. The value obtained for the HOMO-LUMO gap is 0.20343 Eh. As for the net charge: 0. The value obtained for the relative energy (zero: lowest compared OMol25 entry of this formula, charge and spin) is 136.9 kcal/mol. The calculation puts the total energy at -156889.4698 eV. The strongest force on any atom comes out at 0.0686 hartree/bohr.

Geometry (Å):
Na: 1.25744 0.56309 0.90896
Br: 5.10891 1.89322 2.06038
O: 1.69290 2.61183 -5.25412
S: 2.30078 2.73444 -3.91997
O: 1.56081 2.40109 -2.68338
O: 3.69395 1.77593 -3.98393
C: 4.63424 1.96431 -5.10360
C: 5.91733 1.15344 -4.69071
C: 2.94659 4.46079 -3.53946
H: 4.94879 3.00083 -5.22523
H: 4.16982 1.58714 -6.01473
H: 5.71348 0.10097 -4.88782
H: 6.02029 1.03352 -3.61223
H: 6.81387 1.59763 -5.12316
H: 3.14855 4.85637 -4.53486
H: 3.84519 4.46194 -2.92252
H: 2.10438 5.00863 -3.11677
C: 0.43298 -2.74935 -4.90685
O: 1.45678 -3.40269 -4.26077
P: 1.52445 -3.54541 -2.68153
O: 0.92761 -2.49203 -1.82177
O: 3.05716 -3.80123 -2.42501
C: 3.58904 -3.80590 -1.08478
O: 0.89118 -5.00163 -2.34234
C: 1.51247 -6.12316 -2.89488
H: 0.91623 -2.02386 -5.56124
H: -0.27942 -2.22760 -4.26782
H: -0.06422 -3.51223 -5.50594
H: 4.40639 -3.08601 -1.12716
H: 3.95387 -4.79768 -0.81762
H: 2.88732 -3.40561 -0.35304
H: 2.41884 -5.88187 -3.45020
H: 0.76252 -6.57092 -3.54694
H: 1.63512 -6.84407 -2.08658
C: -3.95363 -1.91430 -0.05827
O: -3.48252 -3.10572 0.58773
P: -2.98702 -2.95810 2.12830
O: -2.00356 -1.87066 2.34313
O: -2.47512 -4.46842 2.56771
C: -1.13139 -4.85187 2.43955
O: -4.41718 -2.86834 3.00356
C: -4.82120 -1.67949 3.61906
H: -3.68315 -0.97560 0.42524
H: -5.03133 -1.98925 -0.20328
H: -3.48979 -1.83673 -1.04160
H: -0.63674 -4.62535 3.38406
H: -0.63013 -4.22191 1.70472
H: -1.06387 -5.88890 2.11075
H: -5.15396 -1.85766 4.64161
H: -5.62370 -1.10558 3.15568
H: -4.03140 -0.93396 3.71130
C: -4.52262 4.29169 3.13060
O: -3.63923 3.90694 4.14082
P: -1.99669 4.07492 4.08974
O: -1.39615 3.31615 2.98800
O: -1.77687 5.66595 3.91007
C: -2.33517 6.58192 4.82338
O: -1.55447 3.81664 5.65856
C: -0.75558 2.64896 5.91309
H: -5.56090 4.28792 3.46236
H: -4.30029 3.65516 2.27415
H: -4.35779 5.29792 2.74537
H: -1.59089 6.96630 5.52080
H: -3.24170 6.23275 5.31774
H: -2.69875 7.43772 4.25461
H: -0.19566 2.26778 5.05910
H: -1.31109 1.79001 6.28953
H: -0.05589 2.97948 6.68074

Atomic partial charges in e from the Löwdin method, atoms 1 to 6:
1 Na 0.7790
2 Br -0.8541
3 O -0.3165
4 S 0.7086
5 O -0.3403
6 O -0.2966

---

(4)
The following is a quantum chemistry calculation of a gas-phase ion, C8H13N2O2 (charge +1) at a distorted geometry, from the Open Molecules 2025 dataset.

The LUMO energy comes out at -2.61 eV. The value obtained for the HOMO-LUMO gap is 0.31787 Eh. As for the net charge: +1. The value obtained for the relative energy (zero: lowest compared OMol25 entry of this formula, charge and spin) is 116.4 kcal/mol. The calculation puts the total energy at -15571.1868 eV. The strongest force on any atom comes out at 0.0656 hartree/bohr.

Geometry (Å):
C: -2.45392 -0.76460 0.97598
C: -1.30298 -0.21084 1.15426
N: -0.45676 0.31588 -0.05416
C: -0.94879 -0.19956 -1.36235
C: -0.49424 1.75706 0.06094
N: 0.93824 -0.08846 0.04301
C: 1.23869 -1.44525 0.11005
O: 0.24464 -2.35527 0.14942
C: 2.60049 -1.55048 0.11062
C: 3.13525 -0.27013 0.02580
C: 2.13754 0.63091 -0.00119
O: 2.09750 1.95292 0.05008
H: -3.24564 -0.95524 1.73584
H: -2.95998 -0.88974 0.07377
H: -0.82090 0.11421 2.03043
H: -0.29279 0.23313 -2.12224
H: -0.95728 -1.23186 -1.17505
H: -1.93973 0.23045 -1.53808
H: 0.06865 2.22012 -0.70892
H: -1.61820 2.07944 -0.19604
H: 0.06132 2.06353 1.06444
H: 0.70468 -3.11255 0.61704
H: 3.13630 -2.43748 0.16312
H: 4.17952 0.05748 -0.05131
H: 2.93932 2.32224 0.02157

Atomic partial charges in e from the Löwdin method, atoms 1 to 6:
1 C 0.0887
2 C -0.0478
3 N -0.2444
4 C 0.0560
5 C -0.0085
6 N 0.0763

---

(5)
The following is a quantum chemistry calculation of C3H3NOS in the gas phase at a distorted geometry, from the Open Molecules 2025 dataset.

The LUMO energy comes out at -1.70 eV. The value obtained for the HOMO-LUMO gap is 0.27904 Eh. As for the net charge: 0. The value obtained for the relative energy (zero: lowest compared OMol25 entry of this formula, charge and spin) is 95.3 kcal/mol. The calculation puts the total energy at -17527.8080 eV. The strongest force on any atom comes out at 0.1075 hartree/bohr.

Geometry (Å):
C: 4.18431 -0.45310 -0.11032
C: 2.22489 1.36277 0.03802
C: 0.07049 -0.12797 -0.01934
N: 4.78663 -1.39769 0.07748
O: 2.65799 2.43931 -0.01882
S: 1.93951 -0.21894 0.00113
H: -0.22136 0.72507 -0.43525
H: -0.36858 -0.24512 1.04779
H: -0.31848 -1.06183 -0.57625

Atomic partial charges in e from the Löwdin method, atoms 1 to 6:
1 C -0.4699
2 C -0.4599
3 C -0.3076
4 N -0.0837
5 O 0.2199
6 S 0.9773

---

(6)
The following is a quantum chemistry calculation of a molecular structure, C24H32N8OPPdSSeTe, from the Open Molecules 2025 dataset.

The LUMO energy comes out at 1.76 eV. The value obtained for the HOMO-LUMO gap is 0.19436 Eh. As for the net charge: -1. The calculation puts the total energy at -135618.2496 eV. The strongest force on any atom comes out at 0.0116 hartree/bohr.

Geometry (Å):
Pd: 1.73147 0.76431 -0.69264
C: -0.10267 -1.03400 7.33257
C: -0.55052 -1.91365 6.16503
C: 0.13417 -1.53537 4.88851
N: -0.17401 -0.50195 4.19139
N: 0.60432 -0.31023 3.08316
C: 1.52494 -1.22452 2.95065
N: 2.43978 -1.25851 1.96474
S: 1.48462 -2.42550 4.22792
H: -0.64016 -1.29420 8.24573
H: -0.29061 0.01410 7.10323
H: 0.96578 -1.15216 7.51836
H: -1.62637 -1.81369 6.01200
H: -0.35532 -2.96409 6.38863
H: 2.24938 -0.67299 1.15863
H: 2.89363 -2.12513 1.72302
C: -3.19262 0.42990 -0.90746
N: -2.38779 0.09968 -2.16426
C: -2.55625 -1.37343 -2.49919
N: -2.21589 -2.19369 -1.38791
C: -3.02525 -1.82483 -0.23384
N: -2.84896 -0.43601 0.16426
C: -1.48852 -0.19255 0.68533
P: -0.12701 -0.49019 -0.54786
C: -0.92994 0.43815 -1.95127
C: -0.76618 -2.16527 -1.08245
H: -4.24370 0.29933 -1.17893
H: -2.98758 1.47423 -0.66306
H: -2.73886 0.67114 -2.93248
H: -1.90788 -1.58019 -3.35138
H: -3.60588 -1.51389 -2.76982
H: -2.75264 -2.46739 0.60222
H: -4.07953 -1.99029 -0.47878
H: -1.33224 -0.82587 1.55917
H: -1.41275 0.83400 1.03544
H: -0.39458 0.21858 -2.87699
H: -0.86719 1.50914 -1.75911
H: -0.56604 -2.88944 -0.28960
H: -0.20714 -2.50879 -1.95162
Se: 3.11144 -3.41608 -0.75763
N: 3.66518 -0.52193 -1.64756
C: 2.86912 -0.63114 -2.69443
C: 2.59777 0.43848 -3.64633
C: 1.77395 0.27026 -4.70487
C: 1.10499 -0.97125 -4.94927
C: 1.30931 -1.99534 -4.08953
C: 2.18221 -1.90346 -2.93799
N: 2.18918 -3.01364 -2.21923
H: 3.08790 1.38332 -3.48058
H: 1.61285 1.10354 -5.38006
H: 0.47120 -1.08980 -5.82045
H: 0.83808 -2.96172 -4.23049
Te: 1.50909 3.35142 -1.18614
C: -0.43981 3.57090 -0.35898
C: -0.71653 3.16741 0.95364
C: -1.98427 3.30660 1.50181
C: -3.02466 3.84804 0.75185
C: -2.77312 4.24573 -0.55459
C: -1.49850 4.10975 -1.09797
H: 0.07766 2.72179 1.54311
H: -2.16072 2.98070 2.52113
H: -4.01277 3.96045 1.18162
H: -3.56849 4.67662 -1.15323
H: -1.31377 4.43521 -2.11575
C: 4.92966 0.70813 -0.00127
C: 4.50031 0.57368 -1.44918
O: 4.95229 1.31571 -2.30701
H: 5.89937 1.20114 0.04750
H: 4.95769 -0.26993 0.47589
H: 4.19940 1.33069 0.52463

Atomic partial charges in e from the Löwdin method, atoms 1 to 6:
1 Pd -0.0003
2 C -0.1080
3 C -0.2630
4 C -0.6554
5 N -0.0055
6 N -0.0095